Molecular formula: C7H13N2O
Method: DFT, the ωB97M-V functional and the def2-TZVPD basis

```
23
Properties=species:S:1:pos:R:3:nbo_charge:R:1
C 0.5623 2.5220 -0.6798 -0.48
C 1.5343 1.8223 -0.0497 0.09
C -0.5633 1.9987 -1.1996 0.76
C 1.5822 0.4589 0.4491 -0.49
C 0.6250 -0.5351 -0.3118 -0.10
C -0.7964 -0.2788 0.2841 -0.04
C -1.2069 -0.8944 1.6788 -0.71
N 0.8660 -1.9746 -0.2649 -0.88
N -1.6707 -0.8859 -0.7619 -0.75
O -1.3850 1.9426 -2.0248 -0.41
H 0.5925 3.5576 -0.6453 0.28
H 2.2993 2.4053 0.3755 0.22
H 2.5216 0.0804 0.3949 0.24
H 1.2709 0.4905 1.4711 0.26
H 0.5669 -0.3596 -1.4326 0.18
H -2.2604 -0.5142 1.9663 0.24
H -0.7240 -0.4083 2.5110 0.25
H -1.0779 -1.9572 1.7572 0.23
H 1.5204 -2.3408 -1.0584 0.39
H 1.3292 -2.2363 0.5882 0.38
H -2.4407 -1.3772 -0.2579 0.45
H -1.0414 -1.3958 -1.4509 0.45
H -2.1036 -0.1200 -1.3385 0.43
```

Values from the calculation:
- E_LUMO (alpha / beta) (eV) = -4.775 / -4.490
- electronic energy (Eh) = -458.8652
- energy relative to the best compared isomer or geometry (same formula, charge and spin) (kJ/mol) = 548.0
- HOMO energy (alpha / beta) (eV) = -11.1 / -11.9
- total charge = +1

=====

Molecular formula: C7H13N2O3
Method: DFT, the ωB97M-V functional and the def2-TZVPD basis

```
25
Properties=species:S:1:pos:R:3:nbo_charge:R:1
C 1.5255 -0.0677 -0.1839 -0.09
C -1.5932 1.3282 -0.7797 0.33
C -0.3279 -1.6176 -0.0687 -0.45
C -1.3590 -1.2850 -1.1991 -0.39
C 0.4380 -0.4882 0.4476 0.06
C -2.2427 -0.1057 -1.0085 -0.28
C -0.0376 0.2745 1.5919 -0.73
N -3.1446 -0.2764 0.0790 0.51
N 2.1599 1.2171 0.2334 -0.70
O -2.7515 -1.0934 0.8969 -0.39
O -4.0711 0.5350 0.2314 -0.42
O -2.1810 2.2620 -0.2228 -0.61
H -0.8550 -2.1274 0.7072 0.25
H 0.2089 -2.3290 -0.6597 0.24
H -0.7248 -1.0335 -2.0696 0.23
H -1.8190 -2.2846 -1.4232 0.26
H 1.9325 -0.5550 -1.1216 0.24
H -2.8710 0.0162 -1.8544 0.28
H -0.5896 -0.5310 2.2016 0.28
H -0.7573 1.1099 1.4444 0.26
H 0.8508 0.5611 2.2831 0.22
H 1.2381 1.7164 0.3606 0.48
H 2.7844 1.6951 -0.3575 0.45
H 2.7133 1.1246 1.0328 0.43
H -3.1457 2.3773 -0.0864 0.52
```

Values from the calculation:
- E_LUMO (eV) = -3.423
- electronic energy (Eh) = -609.2460
- energy relative to the best compared isomer or geometry (same formula, charge and spin) (kJ/mol) = 546.8
- HOMO energy (eV) = -12.2
- total charge = +1

=====

Molecular formula: C7H13N2S
Method: DFT, the ωB97M-V functional and the def2-TZVPD basis

```
23
Properties=species:S:1:pos:R:3:nbo_charge:R:1
C -0.1351 -0.0794 3.0690 0.09
N 1.0593 0.2170 3.5197 -0.55
S 2.2819 0.5754 2.3147 0.45
C 1.6199 -0.4559 1.0149 -0.64
C 0.8824 0.2779 -0.0111 0.31
C 0.9547 1.8368 -0.0417 -0.64
N -0.1387 -0.1965 -0.6710 -0.42
C -0.7845 -0.5951 -1.6396 0.44
C -2.2838 -0.4652 -1.6803 -0.67
C -0.1405 -1.2567 -2.7596 -0.68
H -0.9306 -0.1828 3.6155 0.20
H -0.3961 0.1198 1.9822 0.23
H 1.3493 0.2172 4.4719 0.45
H 1.9533 -1.4458 1.1028 0.25
H 1.8467 2.1860 0.2752 0.23
H -0.0543 2.2424 0.4845 0.23
H 0.8199 2.2609 -1.0017 0.24
H -2.4579 0.5455 -1.3671 0.24
H -2.8359 -1.0228 -0.9306 0.25
H -2.6927 -0.6246 -2.6240 0.24
H -0.7031 -1.0682 -3.6097 0.23
H -0.0022 -2.3180 -2.6682 0.26
H 0.7881 -0.7679 -2.8457 0.23
```

Values from the calculation:
- E_LUMO (eV) = -4.510
- electronic energy (Eh) = -781.8301
- energy relative to the best compared isomer or geometry (same formula, charge and spin) (kJ/mol) = 479.2
- SMILES string = C=[NH+]S/C=C(\C)N=C(C)C
- HOMO energy (eV) = -11.9
- total charge = +1

=====

Molecular formula: C7H13N3O2S
Method: DFT, the ωB97M-V functional and the def2-TZVPD basis

```
26
Properties=species:S:1:pos:R:3:nbo_charge:R:1
C -2.7613 -0.7968 -1.0961 -0.76
S -1.7117 -2.0367 -0.3880 0.17
C -0.1017 -1.0675 -0.3289 -0.51
C 0.2334 -0.5416 1.1128 -0.23
N 1.4382 0.3164 1.1916 -0.41
C 2.5803 0.1491 2.1976 -0.20
C 3.3852 1.3952 2.1053 -0.23
N 2.7839 2.1293 0.9986 -0.60
C 1.5779 1.5666 0.6202 0.42
C 0.7463 2.4276 -0.0520 -0.36
N -0.6583 2.2293 -0.2819 0.52
O -1.4321 1.9952 0.6551 -0.42
O -0.9330 2.2031 -1.4537 -0.38
H -2.4915 0.0501 -0.4665 0.24
H -3.8275 -0.9085 -1.0536 0.24
H -2.4999 -0.6928 -2.1361 0.22
H 0.7097 -1.7817 -0.5538 0.22
H -0.1396 -0.3042 -1.0878 0.23
H 0.3699 -1.4804 1.6565 0.21
H -0.5490 0.0480 1.6106 0.23
H 2.1235 0.0419 3.2350 0.20
H 3.1425 -0.7535 2.0310 0.21
H 4.4653 1.1317 1.8594 0.19
H 3.4032 1.9023 3.0392 0.20
H 2.7706 3.1801 0.8336 0.41
H 1.1341 3.3564 -0.4896 0.22
```

Values from the calculation:
- E_LUMO (eV) = 0.465
- electronic energy (Eh) = -987.3012
- energy relative to the best compared isomer or geometry (same formula, charge and spin) (kJ/mol) = 318.7
- SMILES string = CSCCN1CCN/C1=C/[N+](=O)[O-]
- HOMO energy (eV) = -8.1
- total charge = 0

=====

Molecular formula: C7H13N3O3S
Method: DFT, the ωB97M-V functional and the def2-TZVPD basis

```
27
Properties=species:S:1:pos:R:3:nbo_charge:R:1
H -4.8091 -1.1827 1.2417 0.36
N -4.2049 -0.7902 0.5371 -0.64
C -3.0355 -1.3279 0.3399 0.14
C -2.1899 -0.7715 -0.7285 -0.56
C -0.7056 -0.9939 -0.5500 0.55
N -0.2340 -1.1414 0.6062 -0.49
C 1.2849 -1.1765 0.7286 -0.28
C 1.8876 -0.2034 -0.3346 0.07
O 1.4193 1.1517 -0.3652 -0.54
C 1.4195 1.8749 0.7961 -0.23
C 1.3749 -0.8310 -1.6890 -0.09
O -0.0389 -0.9851 -1.6662 -0.48
S -2.1509 1.0509 -0.3713 1.83
N -1.2807 1.7926 -1.3919 -1.12
O -1.8576 1.3641 1.0197 -0.93
H -2.8782 -2.2891 0.8831 0.20
H -2.6786 -0.8853 -1.6750 0.28
H 1.6358 -2.1852 0.4704 0.21
H 1.3740 -0.7851 1.7292 0.22
H 2.9277 -0.2893 -0.1521 0.18
H 0.5198 2.4584 0.6791 0.19
H 2.2918 2.5858 0.9368 0.16
H 1.3775 1.2165 1.6113 0.17
H 1.6867 0.0212 -2.2960 0.22
H 1.9613 -1.6587 -1.9536 0.19
H -3.5335 1.2475 -0.6097 0.04
H -0.6921 2.2605 -0.8257 0.36
```

Values from the calculation:
- E_LUMO (eV) = 0.690
- electronic energy (Eh) = -1062.5106
- energy relative to the best compared isomer or geometry (same formula, charge and spin) (kJ/mol) = 305.4
- SMILES string = [H]/N=C/[C@H](C1=NC[C@H](OC)CO1)[S@H](=N)=O
- HOMO energy (eV) = -9.1
- total charge = 0

=====

Molecular formula: C7H13N3O4
Method: DFT, the ωB97M-V functional and the def2-TZVPD basis

```
27
Properties=species:S:1:pos:R:3:nbo_charge:R:1
C -0.1656 -0.6141 3.1068 -0.63
C 0.7151 0.4371 2.2040 -0.14
N 0.8462 0.1391 0.7721 -0.66
C -0.1499 0.4010 -0.1014 0.69
O -1.2531 0.6927 0.2775 -0.63
C 0.1866 0.0954 -1.5752 -0.14
N 1.3958 -0.5773 -1.8249 -0.83
C -1.0745 -0.5035 -2.3237 -0.52
C -2.0225 0.4618 -3.0531 0.67
N -2.6870 1.3873 -2.2657 -0.85
O -2.3141 0.3284 -4.2079 -0.60
C 2.2087 0.2797 2.6970 0.76
O 2.8748 1.0975 3.3442 -0.54
O 2.7812 -0.9640 2.6540 -0.69
H -1.3009 -0.5347 2.9445 0.25
H 0.1645 -0.5201 4.2915 0.24
H 0.2026 -1.6424 2.7700 0.20
H 0.2865 1.4939 2.5077 0.25
H 1.7584 -0.0389 0.2918 0.44
H 0.3262 1.1105 -1.9147 0.21
H 1.2187 -1.5616 -1.4728 0.35
H 1.6038 -0.6866 -2.8627 0.39
H -0.8314 -1.3015 -2.9920 0.23
H -1.5074 -0.9989 -1.3937 0.24
H -2.3295 1.5773 -1.2994 0.41
H -3.3027 2.1194 -2.5553 0.40
H 2.3695 -1.6776 1.9816 0.49
```

Values from the calculation:
- E_LUMO (eV) = 0.061
- electronic energy (Eh) = -739.7481
- energy relative to the best compared isomer or geometry (same formula, charge and spin) (kJ/mol) = 247.8
- SMILES string = C[C@H](NC(=O)[C@@H](N)CC(N)=O)C(=O)O
- HOMO energy (eV) = -9.8
- total charge = 0

=====

Molecular formula: C7H13N3O5
Method: DFT, the ωB97M-V functional and the def2-TZVPD basis

```
28
Properties=species:S:1:pos:R:3:nbo_charge:R:1
C -1.2249 -2.9847 0.4602 -0.70
C -0.5246 -1.6610 0.4212 0.73
O -0.0835 -1.1050 1.4155 -0.66
N -0.2435 -1.2126 -0.8316 -0.62
C -0.3674 -0.0677 -1.3509 0.77
N 0.2192 0.2769 -2.5105 -0.78
O -1.1538 0.9503 -0.8540 -0.53
C -2.2430 0.7100 -0.0674 0.82
C -2.6351 1.9644 0.6509 -0.72
O -2.7940 -0.3494 -0.0065 -0.56
H -1.5816 -3.1769 1.4678 0.23
H -0.5131 -3.7584 0.1745 0.24
H -2.0508 -2.9962 -0.2445 0.24
H 1.0320 -0.2510 -2.7863 0.42
H 0.2325 1.2595 -2.7322 0.41
H -1.8805 2.1786 1.4070 0.25
H -2.6673 2.7982 -0.0465 0.24
H -3.6014 1.8298 1.1282 0.24
C 1.5998 1.8223 0.9675 -0.43
N 2.2834 1.2190 -0.1443 -0.57
C 2.6747 0.0281 -0.1472 0.80
O 3.3322 -0.4324 -1.2240 -0.68
O 2.5547 -0.9316 0.7959 -0.73
H 0.7976 2.4393 0.5586 0.19
H 1.1760 1.1169 1.6914 0.18
H 2.3032 2.4799 1.4856 0.20
H 3.5944 -1.3456 -1.0328 0.49
H 1.7647 -0.8009 1.3543 0.53
```

Values from the calculation:
- E_LUMO (eV) = 0.697
- electronic energy (Eh) = -815.0434
- energy relative to the best compared isomer or geometry (same formula, charge and spin) (kJ/mol) = 91.3
- SMILES string = CC(=O)/N=C(/N)OC(C)=O.CN=C(O)O
- HOMO energy (eV) = -9.3
- total charge = 0

=====

Molecular formula: C7H13N3S
Method: DFT, the ωB97M-V functional and the def2-TZVPD basis

```
24
Properties=species:S:1:pos:R:3:nbo_charge:R:1
C -0.7726 -1.2969 -1.5256 0.40
C 1.3551 -1.9874 -0.3316 0.24
C 0.4863 2.7174 0.7482 -0.61
C -1.5299 1.0495 -0.4883 -0.59
C -0.7463 -0.3948 1.3097 -0.62
C 0.8862 1.2706 0.4813 -0.40
C -0.3013 0.3693 0.0774 0.11
N -1.2647 -2.0202 -2.3137 -0.46
N 1.1557 -3.0280 -1.0634 -0.79
N 0.0867 -0.6345 -0.8726 -0.51
S 2.3837 -1.5757 0.7726 0.03
H 1.4684 3.2726 0.8368 0.21
H -0.0025 3.1025 -0.0781 0.21
H 0.0848 2.7079 1.7693 0.21
H -2.1244 1.5396 0.2234 0.22
H -1.4396 1.6803 -1.3578 0.22
H -2.1053 -0.0133 -0.8033 0.21
H -0.9643 0.1731 2.0990 0.21
H -1.6183 -0.9951 1.1002 0.20
H -0.0578 -1.2308 1.5614 0.22
H 1.5772 1.1602 -0.2706 0.21
H 1.2830 0.7854 1.2716 0.21
H 0.3885 -2.9536 -1.7682 0.44
H 1.7713 -3.6981 -1.3776 0.42
```

Values from the calculation:
- E_LUMO (eV) = 0.027
- electronic energy (Eh) = -836.8465
- energy relative to the best compared isomer or geometry (same formula, charge and spin) (kJ/mol) = 402.3
- HOMO energy (eV) = -8.9
- total charge = 0